Entry from OMol25: a cluster of 8 separate species, C28H78N6O10 in total in a non-equilibrium geometry (the ωB97M-V functional and the def2-TZVPD basis).

The calculation puts the frontier orbital gap at 9.160 eV. The total energy comes out at -59709.7540 eV. The value obtained for the maximum force is 2.9 eV Å⁻¹. As for the structure (SMILES): COC[C@H](C)N.COC[C@H](C)N.COC[C@H](C)N.COC[C@H](C)N.COC[C@H](C)N.COC[C@H](C)N.OCCO.OCCO. Its charge is 0. For the HOMO energy, the calculation gives -8.72 eV.

Atoms and positions in Å:
C1 -0.812560 -3.647362 -2.137246
O1 0.267116 -4.374873 -1.531692
C2 1.322636 -4.767471 -2.380509
C3 2.607832 -5.142664 -1.514932
C4 3.270138 -3.997307 -0.752700
N1 3.572886 -5.806304 -2.295573
H1 -0.525091 -2.609360 -2.304620
H2 -1.722285 -3.627175 -1.537172
H3 -1.087471 -4.062392 -3.106926
H4 1.023452 -5.641471 -2.959058
H5 1.499078 -3.997689 -3.131778
H6 2.321400 -5.960622 -0.853881
H7 3.492760 -3.142746 -1.391647
H8 4.167482 -4.290528 -0.207822
H9 2.505225 -3.705548 -0.033054
H10 4.153955 -6.308042 -1.639275
H11 3.224903 -6.458101 -2.984171
C5 -4.665951 1.914418 3.869787
O2 -3.694542 1.799614 2.775737
C6 -4.189253 1.026318 1.685549
C7 -3.267905 1.027703 0.427944
C8 -3.320497 2.239088 -0.464692
N2 -3.618735 -0.122224 -0.414293
H12 -4.788310 0.963760 4.388802
H13 -5.590877 2.293054 3.434748
H14 -4.455357 2.656633 4.639764
H15 -4.345528 0.009619 2.046109
H16 -5.161422 1.394794 1.358125
H17 -2.243736 0.858333 0.760327
H18 -4.243786 2.351427 -1.033036
H19 -2.470589 2.213128 -1.146671
H20 -3.090333 3.167098 0.058697
H21 -3.846470 -0.947750 0.121199
H22 -4.463863 0.117295 -0.912782
C9 2.309102 -4.806454 6.558940
O3 2.715285 -4.368840 5.278085
C10 1.750692 -3.677479 4.437038
C11 2.300998 -3.225505 3.021682
C12 3.424783 -2.163596 3.099553
N3 1.274736 -2.710418 2.101532
H23 2.379050 -4.002228 7.291349
H24 3.045790 -5.534768 6.897967
H25 1.295309 -5.206867 6.561220
H26 0.906689 -4.360879 4.343596
H27 1.429497 -2.807255 5.009436
H28 2.760296 -4.085611 2.534490
H29 4.087840 -2.511591 3.891616
H30 2.986794 -1.180130 3.270025
H31 3.989117 -2.132294 2.167546
H32 0.571401 -3.413241 1.924157
H33 0.827815 -1.997652 2.660384
C13 -0.285452 -0.416457 4.186423
O4 -0.791293 -1.669421 3.619924
C14 -1.979777 -1.433158 2.915493
C15 -2.644325 -2.852871 2.596968
C16 -1.803132 -3.851251 1.782568
N4 -3.897946 -2.655341 1.918624
H34 -0.956657 -0.244170 5.027787
H35 -0.223223 0.391903 3.457872
H36 0.710919 -0.481272 4.623603
H37 -2.681217 -0.857935 3.519824
H38 -1.753012 -0.912410 1.985178
H39 -2.866986 -3.407767 3.508347
H40 -1.054722 -4.387643 2.365885
H41 -1.209710 -3.414364 0.979406
H42 -2.473529 -4.609985 1.378827
H43 -4.601360 -2.349113 2.575525
H44 -4.137947 -3.599918 1.653504
C17 -1.690910 2.426039 -3.983103
O5 -2.026078 3.738145 -4.397171
C18 -0.962968 4.666479 -4.218191
C19 -0.660808 5.007098 -2.735839
C20 -1.912746 5.230485 -2.026496
N5 0.272664 6.115523 -2.512539
H45 -1.410711 2.421993 -2.929749
H46 -0.834172 1.989936 -4.496824
H47 -2.548090 1.789849 -4.203580
H48 -0.038458 4.300405 -4.664707
H49 -1.363518 5.508512 -4.782676
H50 -0.133708 4.162264 -2.292535
H51 -2.508705 5.952773 -2.584373
H52 -1.833074 5.627871 -1.014654
H53 -2.407041 4.265550 -1.913884
H54 -0.082077 7.007531 -2.826525
H55 0.472870 6.297040 -1.539359
C21 1.320528 7.258761 -0.014307
O6 0.883988 5.919327 0.361764
C22 1.867028 4.871432 0.182583
C23 1.093021 3.459888 0.333493
C24 0.580797 3.220833 1.784449
N6 2.028193 2.348959 0.076289
H56 1.920457 7.731207 0.763494
H57 0.463233 7.897051 -0.228149
H58 1.952210 7.203440 -0.900890
H59 2.569142 4.939292 -0.648406
H60 2.417700 4.957247 1.119333
H61 0.252358 3.366768 -0.354043
H62 -0.047116 4.052091 2.105131
H63 1.435512 3.119461 2.453233
H64 -0.150592 2.414169 1.834092
H65 2.691550 2.439295 0.832532
H66 1.636275 1.431567 0.234099
O7 2.683612 -1.789061 -5.616513
C25 2.717138 -0.505596 -4.911891
C26 1.788775 0.537890 -5.573957
O8 2.401800 1.061985 -6.696396
H67 3.245610 -2.394128 -5.126968
H68 2.331993 -0.761586 -3.924854
H69 3.726324 -0.094149 -4.893313
H70 1.556412 1.375115 -4.915801
H71 0.868181 0.108413 -5.969109
H72 2.391434 0.451588 -7.437275
O9 1.402968 1.005794 -2.296304
C27 0.250035 0.199941 -1.995766
C28 0.439237 -0.845551 -0.828057
O10 1.049425 -0.293222 0.324345
H73 1.472329 1.593087 -1.540070
H74 -0.565598 0.866160 -1.714715
H75 -0.242914 -0.181041 -2.890171
H76 1.140414 -1.649472 -1.052022
H77 -0.519989 -1.220695 -0.471349
H78 1.385933 -1.090425 0.740061

Cartesian forces (eV/Å) of the 2 atoms listed first:
0.71 -0.06 -0.55
-0.82 0.25 0.67

Mulliken atomic charge list, values in e, 8 entries: C -0.675; O -0.271; C -0.737; C 0.543; C -0.609; N -0.746; H 0.075; H 0.204